(a)
Below is 5 unconnected molecules or ions with the total composition C3H14O5, with properties calculated with ωB97M-V/def2-TZVPD.

Results
**HOMO energy**: -9.85 eV
**LUMO energy**: 0.24 eV
**SMILES**: CCC=O.O.O.O.O

Each line ends with the Mulliken charge.
CARTESIAN COORDINATES (ANGSTROEM)
O: 1.13494 1.43026 0.21213  -0.64
O: -0.45866 -0.05510 3.15269  -0.49
O: 3.05597 -0.03222 -1.12835  -0.69
O: 0.45936 1.25386 -2.52250  -0.68
O: -1.26963 -1.48581 -2.44817  -0.64
C: -1.52054 -1.56078 1.15239  -1.00
C: -0.67039 0.57759 2.15150  -0.09
C: -1.46798 -0.01964 1.01901  -0.03
H: -2.25179 -1.98024 1.85383  0.29
H: 1.63234 2.14407 0.61243  0.26
H: 0.53696 1.29351 -1.54753  0.40
H: -0.50855 1.68506 2.19916  0.33
H: 1.70513 0.67185 -0.00606  0.38
H: -0.53376 -1.85680 1.56197  0.29
H: 3.15973 -0.98016 -1.08588  0.31
H: -1.21921 0.45880 0.04997  0.08
H: 2.76798 0.37038 -1.95302  0.36
H: -0.67696 -2.12442 -2.02196  0.36
H: -1.62862 -1.19091 -1.59535  0.33
H: -1.63721 -2.02998 0.20555  0.28
H: -0.16818 0.55535 -2.75335  0.34
H: -2.57182 0.31900 1.06577  0.25

***

(b)
Below is 5 unconnected molecules or ions with the total composition C3H14O5, with properties calculated with ωB97M-V/def2-TZVPD.

Results
**HOMO energy**: -8.89 eV
**LUMO energy**: 0.32 eV
**SMILES**: C=C(C)O.O.O.O.O

Each line ends with the Mulliken charge.
CARTESIAN COORDINATES (ANGSTROEM)
O: -2.99185 -0.44471 0.17537  -0.70
O: 1.64361 -1.63587 -0.52724  -0.68
O: 1.04260 0.30956 -3.22749  -0.64
O: 1.58013 1.39847 1.10500  -0.57
O: -0.92185 -1.50203 -1.35744  -0.71
C: 0.32691 -0.23420 2.32566  -1.25
C: 0.24372 1.04744 1.65829  0.86
C: -0.56564 1.96276 1.17575  -0.90
H: -0.12844 -1.72672 -0.84309  0.38
H: 1.95997 -2.38536 -1.00977  0.28
H: -0.44132 2.87254 0.58342  0.27
H: 1.46794 -0.91891 -1.18504  0.38
H: 0.73414 1.17350 -3.25666  0.29
H: -1.65639 1.88620 1.27850  0.35
H: -3.68167 -0.50359 -0.56419  0.35
H: 1.27283 -0.52207 2.73760  0.45
H: -2.67408 0.43489 -0.18097  0.34
H: 2.25992 0.70042 1.52363  0.27
H: -0.48377 -0.19320 2.98233  0.38
H: -0.13822 -1.14209 1.68007  0.13
H: -1.66380 -1.05410 -0.91702  0.39
H: 0.32171 -0.28091 -3.13261  0.34

***

Result of the stability comparison: (b) is the least stable of them.

***

(a)
Below is 2 unconnected molecules or ions with the total composition C4H9NO, with properties calculated with ωB97M-V/def2-TZVPD.

Results
**Multiplicity**: 2
**HOMO energy (spin up / spin down)**: -12.40 / -12.40 eV
**LUMO energy (spin up / spin down)**: -3.98 / -7.61 eV
**Charge**: +1
**⟨S²⟩**: 0.770

Each line ends with the Mulliken spin population.
CARTESIAN COORDINATES (ANGSTROEM)
O: 1.36006 0.27378 -0.56993  0.00
N: -1.51069 0.06548 -0.38322  0.43
C: 2.65404 -0.24902 -0.51757  0.00
C: -2.61010 0.84422 1.58612  0.46
C: 2.80866 -1.53767 -0.74817  0.00
C: -2.46792 0.74378 0.22396  0.09
H: -0.54417 -0.04874 -0.04387  -0.02
H: 3.77631 -1.98781 -0.93380  0.00
H: -1.70172 -0.45280 -1.23447  -0.02
H: 1.37674 1.23319 -0.45695  0.00
H: 1.99933 -2.25245 -0.77649  0.00
H: -3.18080 1.11694 -0.49171  0.00
H: -3.47501 1.33639 2.01622  0.03
H: -1.83470 0.55374 2.28196  0.03
H: 3.34997 0.36098 0.04793  0.00

***

(b)
Below is a gas-phase ion, C4H9NO (charge +1), with properties calculated with ωB97M-V/def2-TZVPD.

Results
**Multiplicity**: 2
**HOMO energy (spin up / spin down)**: -14.46 / -14.32 eV
**LUMO energy (spin up / spin down)**: -3.40 / -8.35 eV
**Charge**: +1
**⟨S²⟩**: 0.755

Each line ends with the Mulliken spin population.
CARTESIAN COORDINATES (ANGSTROEM)
O: -0.06920 -0.55745 -3.04573  0.03
N: 0.96045 0.01663 1.00810  0.71
C: 0.61194 1.06835 1.89347  0.02
C: -0.76463 -0.75090 -0.73196  0.09
C: -0.94029 -0.70328 -2.25478  0.00
C: 0.50938 0.02685 -0.34924  0.01
H: -2.02881 -0.69832 -2.45640  0.02
H: -1.65112 -0.38615 -0.21067  0.00
H: -0.63001 -1.77325 -0.36579  0.00
H: 0.64010 0.72057 2.92833  0.00
H: 1.33787 -0.48776 -0.86171  0.05
H: 0.42634 1.05210 -0.69670  0.00
H: 0.84691 -0.89763 1.44613  -0.02
H: -0.42660 1.38930 1.98594  0.06
H: 1.17766 1.98095 1.71101  0.03

***

Result of the stability comparison: (a) is the least stable of them.

***

(a)
Below is 2 unconnected molecules or ions with the total composition C3H11N2O, with properties calculated with ωB97M-V/def2-TZVPD.

Results
**HOMO energy**: -14.93 eV
**LUMO energy**: -3.98 eV
**Charge**: +1

Each line ends with the Mulliken charge.
CARTESIAN COORDINATES (ANGSTROEM)
O: -1.53519 -0.48553 -2.04021  -0.63
N: 0.42693 0.51161 0.29851  -0.20
N: 1.67137 1.52942 -1.35489  -0.33
C: 1.33639 0.45199 -0.64205  0.12
C: -1.06594 -0.67537 1.88369  -1.07
C: 0.41305 -0.42035 1.43926  -0.32
H: -1.19508 -1.72947 2.11530  0.33
H: 0.95578 0.06307 2.25154  0.28
H: 2.16592 1.32331 -2.20786  0.25
H: 0.90186 -1.40072 1.15918  0.35
H: -1.75941 -1.41080 -2.23472  0.32
H: -1.34315 -0.00477 2.70226  0.30
H: 2.05793 -0.35824 -0.73880  0.34
H: -2.33383 -0.16610 -2.49429  0.32
H: 1.42948 2.48926 -1.14768  0.25
H: -1.64678 -0.60174 0.96550  0.34
H: -0.47932 0.88442 0.04525  0.32

***

(b)
Below is 2 unconnected molecules or ions with the total composition C3H11N2O, with properties calculated with ωB97M-V/def2-TZVPD.

Results
**HOMO energy**: -12.33 eV
**LUMO energy**: -3.16 eV
**Charge**: +1

Each line ends with the Mulliken charge.
CARTESIAN COORDINATES (ANGSTROEM)
O: 0.82146 -2.08191 -2.10198  -0.63
N: -0.94803 -0.94575 0.04535  -0.19
N: -0.64997 2.44540 1.43367  -0.42
C: -0.15217 0.24165 0.51352  0.36
C: -0.84181 1.11348 1.26454  -0.25
C: 1.19519 0.34503 -0.09476  -1.29
H: 0.34645 -2.70126 -2.68162  0.28
H: -1.90163 -0.68811 -0.14404  0.42
H: 1.66590 -2.05943 -2.54646  0.31
H: 1.75612 1.13969 0.37799  0.40
H: 1.11377 0.40947 -1.18816  0.31
H: 1.58168 -0.67719 0.02426  0.33
H: -1.66402 0.66445 1.82327  0.31
H: -0.53513 -1.30615 -0.82780  0.23
H: -0.91425 -1.67044 0.76427  0.36
H: 0.16943 2.92660 1.08199  0.21
H: -1.04299 2.84447 2.25594  0.24

***

Result of the stability comparison: (b) is the least stable of them.

***

(a)
Below is a molecular structure, C23H31F3IO5S, with properties calculated with ωB97M-V/def2-TZVPD.

Results
**HOMO energy**: -3.32 eV
**LUMO energy**: 2.55 eV
**Charge**: -1

Each line ends with the Mulliken charge.
CARTESIAN COORDINATES (ANGSTROEM)
I: -3.29888 -1.73231 -0.17982  -0.01
S: -2.28743 2.12213 0.05460  0.35
F: -3.58820 4.40915 -0.34517  -0.20
F: -2.44755 4.32962 1.51726  -0.22
F: -1.37981 4.55482 -0.40818  -0.23
O: 1.54404 0.18781 2.80315  -0.75
O: 1.29409 -2.50141 -0.94245  -0.72
O: -3.83223 1.69391 -0.69640  -0.50
O: 2.52738 -0.62616 -0.94062  -0.31
O: 1.68295 1.33177 0.91687  -0.06
C: 2.28064 -3.96449 2.79257  -0.97
C: 1.36160 0.20845 1.58532  -0.16
C: -2.14407 -0.34294 -1.27007  -0.92
C: -0.02665 0.72300 -1.65493  -0.03
C: 0.74765 -2.20372 1.68637  -0.58
C: -4.08549 2.52930 -2.93687  -2.08
C: 2.17628 -2.65686 2.00713  -0.46
C: -2.44092 3.94282 0.21727  0.56
C: 1.44170 -3.89749 4.06168  -0.63
C: -1.75750 0.94892 -3.30417  -1.03
C: 0.01190 -3.48393 3.72797  -0.87
C: 0.77782 -0.93858 0.80765  1.77
C: 2.86083 -1.08534 -2.27958  -0.23
C: 1.57987 -1.42455 -0.42711  -0.15
C: -0.04574 -2.13977 2.98626  -0.70
C: -2.65284 0.48885 -2.32926  0.56
C: -5.14805 0.40739 -2.23162  -1.52
C: -0.43143 1.15596 -2.92253  -0.87
C: 3.56257 0.05521 -2.94185  -1.19
C: -0.82102 -0.12020 -0.88565  0.92
C: 2.59072 3.50682 0.94581  -1.20
C: -3.92341 1.26718 -2.09113  1.91
C: 2.18935 2.35547 1.82711  -0.26
H: -2.13001 1.27498 -4.28208  0.45
H: 1.93092 -1.30624 -2.81478  0.25
H: 3.58670 3.29576 0.52805  0.31
H: 0.40078 -1.33721 3.58543  0.33
H: -5.17490 -0.06513 -3.22270  0.31
H: 2.75332 -2.76099 1.08432  0.22
H: 2.67331 4.42245 1.54047  0.38
H: 0.25939 1.71199 -3.56753  0.34
H: 3.33925 -4.14628 3.02397  0.39
H: -0.40075 -4.26454 3.07621  0.35
H: -6.03674 1.03067 -2.11427  0.44
H: 1.46773 -4.86833 4.56868  0.38
H: 1.88988 -3.15245 4.72765  0.32
H: -0.31942 -0.56625 0.17779  -0.78
H: 3.05571 1.96309 2.37945  0.27
H: 4.55009 0.25936 -2.50663  0.32
H: 0.93035 1.08316 -1.27785  0.48
H: 1.39653 2.61514 2.54429  0.32
H: -4.81921 3.19345 -2.47547  0.44
H: 2.92727 0.94883 -2.85984  0.22
H: -5.15761 -0.38085 -1.46960  0.20
H: -0.59644 -3.44642 4.63691  0.41
H: 0.26638 -2.95453 1.05291  0.75
H: -4.42914 2.27910 -3.94939  0.42
H: -3.15467 3.09895 -2.98968  0.45
H: 1.85537 3.66535 0.14458  0.23
H: 3.68589 -0.19086 -4.00017  0.39
H: 3.45532 -2.00758 -2.22381  0.40
H: 2.64084 -1.84639 2.57866  0.21
H: -1.08851 -1.85452 2.79087  0.25
H: 1.92422 -4.79459 2.16395  0.34

***

(b)
Below is 2 unconnected molecules or ions with the total composition C23H31F3IO5S, with properties calculated with ωB97M-V/def2-TZVPD.

Results
**HOMO energy**: -3.45 eV
**LUMO energy**: 2.49 eV
**Charge**: -1

Each line ends with the Mulliken charge.
CARTESIAN COORDINATES (ANGSTROEM)
I: -3.66555 0.21671 2.39077  0.06
S: -3.38526 0.45739 -1.40800  0.35
F: -3.25058 0.73775 -4.00674  -0.23
F: -4.01569 2.50753 -2.90836  -0.22
F: -5.30544 0.74770 -3.20012  -0.20
O: 0.76557 -1.16675 2.55339  -0.75
O: 0.89220 1.39507 -0.72688  -0.09
O: -4.80948 -0.21408 -0.69123  -0.52
O: 1.03493 3.11060 0.68322  -0.76
O: 1.80831 -0.81269 0.58980  -0.29
C: -2.60344 -2.89016 -0.55005  -1.28
C: -0.84940 -1.24236 -0.49052  0.18
C: 1.17579 2.45548 -1.65931  -0.28
C: 0.32761 3.28366 4.76731  -0.81
C: 1.04567 -0.41535 1.62045  -0.45
C: 2.23034 1.70135 3.18222  -0.42
C: -4.81985 -1.64357 -0.36981  1.91
C: 2.14001 -2.22168 0.76550  -0.28
C: 2.60438 -2.71068 -0.56742  -1.17
C: -4.03368 1.14192 -2.95741  0.53
C: 0.41891 0.96820 1.59541  2.15
C: 0.79692 1.91309 0.51695  -0.27
C: -5.89733 -1.79150 0.66943  -1.60
C: 0.70390 1.52670 2.98745  -0.42
C: -1.36618 -2.44541 -1.00554  -0.61
C: -2.77365 -0.98563 0.91055  -0.93
C: -3.43050 -1.96936 0.12681  0.67
C: -1.47738 -0.62786 0.59145  1.50
C: 1.42002 1.79658 -2.98651  -1.25
C: 1.83876 3.51806 4.89424  -0.68
C: -0.06196 2.78873 3.37211  -0.53
C: -5.20937 -2.48423 -1.59037  -2.07
C: 2.62945 2.25516 4.54502  -0.91
H: 1.44052 2.56313 -3.76768  0.40
H: 0.17672 3.56784 2.64082  0.27
H: 3.46580 -2.11432 -0.89310  0.31
H: -1.13551 2.56066 3.32241  0.10
H: 2.90557 -3.76094 -0.50332  0.40
H: 3.71200 2.43534 4.56030  0.39
H: 2.10389 3.86537 5.89924  0.37
H: 2.06371 2.99487 -1.30121  0.28
H: 2.72287 0.73284 3.01088  0.16
H: -4.41338 -2.55426 -2.34146  0.44
H: 2.91499 -2.24847 1.54647  0.39
H: 2.56228 2.39746 2.40138  0.19
H: 2.43541 1.48521 5.30300  0.35
H: -0.20767 4.20493 5.02107  0.40
H: -2.99813 -3.87130 -0.85180  0.44
H: -0.00006 -0.75532 -0.97346  0.53
H: -6.86156 -1.74241 0.15766  0.44
H: 0.31827 3.14169 -1.66156  0.32
H: 0.66410 1.03845 -3.23152  0.24
H: -5.44207 -3.50635 -1.25278  0.39
H: -0.98347 0.22673 1.16411  -1.71
H: 0.37904 0.73393 3.67172  0.74
H: -0.81618 -2.99590 -1.78720  0.34
H: 1.80922 -2.63658 -1.32289  0.20
H: 1.24987 -2.77093 1.10353  0.27
H: -5.83624 -1.00178 1.42877  0.25
H: 0.03667 2.52008 5.50092  0.34
H: -5.80305 -2.77236 1.15444  0.33
H: -6.10320 -2.04521 -2.05196  0.46
H: 2.40633 1.30892 -2.96508  0.30
H: 2.14862 4.33561 4.22855  0.32

***

Result of the stability comparison: (a) is the least stable of them.